Computed, not measured: a cluster of 14 separate species, C52H78ClO30 in total at a distorted geometry, with wB97M-V/def2-TZVPD.

```
161
Properties=species:S:1:pos:R:3:mulliken_charge:R:1
Cl -0.122 -0.451 0.026 -1.707
O 0.331 -1.673 -0.541 -0.199
O -1.098 0.055 -0.916 -0.063
O -0.676 -0.700 1.314 0.107
O 0.953 0.510 0.120 0.559
O -5.085 1.844 3.285 -0.717
C -4.619 0.857 2.660 0.044
O -4.975 0.706 1.388 -0.303
C -4.383 -0.485 0.869 0.718
C -4.063 -1.289 2.097 -0.709
C -3.671 -0.246 3.122 0.365
H -3.544 -0.332 0.191 -0.250
H -5.134 -1.048 0.314 0.132
H -3.333 -2.095 2.019 0.043
H -4.993 -1.814 2.313 0.478
H -2.642 0.017 2.878 -0.284
H -3.761 -0.561 4.161 0.565
O 5.663 1.634 -2.635 -0.678
C 4.806 0.741 -2.800 0.367
O 4.498 0.170 -4.007 -0.429
C 3.641 -0.965 -3.861 0.481
C 3.545 -1.215 -2.422 0.519
C 4.253 -0.046 -1.721 0.587
H 4.117 -1.840 -4.304 0.135
H 2.654 -0.745 -4.266 -0.612
H 4.111 -2.085 -2.089 0.254
H 2.529 -1.359 -2.055 -0.361
H 4.962 -0.490 -1.021 0.176
H 3.580 0.597 -1.154 -0.436
O -0.906 4.491 4.336 -0.573
C -1.587 3.833 5.095 0.630
O -2.834 4.202 5.246 -0.376
C -3.574 3.332 6.126 -0.225
C -2.424 2.657 6.876 -0.854
C -1.347 2.548 5.852 -0.038
H -4.221 2.687 5.532 0.120
H -4.173 3.895 6.842 0.311
H -2.718 1.728 7.365 0.396
H -2.054 3.164 7.768 0.332
H -1.473 1.713 5.162 0.099
H -0.353 2.629 6.292 0.293
O 4.813 -3.017 4.675 -0.677
C 4.289 -2.313 3.819 0.432
O 3.209 -2.729 3.073 -0.442
C 2.859 -1.789 2.069 1.666
C 4.109 -1.027 1.812 0.177
C 4.853 -1.037 3.154 -0.501
H 1.978 -1.208 2.343 -0.063
H 2.662 -2.408 1.195 -1.182
H 3.834 0.012 1.631 0.038
H 4.742 -1.427 1.020 0.173
H 4.859 -0.180 3.827 0.090
H 5.897 -1.285 2.964 0.360
O -0.111 5.903 0.856 -0.639
C -0.988 5.069 1.029 0.503
O -2.275 5.397 1.242 -0.408
C -3.104 4.347 1.587 -0.633
C -2.255 3.117 1.552 1.418
C -0.795 3.580 1.240 1.985
H -3.868 4.161 0.832 0.375
H -3.546 4.527 2.567 0.215
H -2.607 2.311 0.907 -0.210
H -2.320 2.772 2.584 -0.889
H -0.336 3.065 0.396 -1.145
H -0.021 3.363 1.977 -0.750
O -2.615 -5.438 -0.410 -0.688
C -2.719 -4.468 -1.191 0.272
O -2.379 -4.580 -2.462 -0.387
C -2.471 -3.320 -3.131 -0.073
C -3.392 -2.518 -2.202 1.194
C -3.173 -3.096 -0.842 0.850
H -2.813 -3.487 -4.152 0.516
H -1.439 -2.987 -3.243 -0.657
H -4.442 -2.559 -2.492 0.490
H -3.013 -1.497 -2.248 -0.927
H -4.183 -3.147 -0.434 0.223
H -2.465 -2.532 -0.235 -0.789
O -2.113 -2.656 5.157 -0.682
C -1.440 -3.328 4.371 0.528
O -2.006 -4.227 3.569 -0.380
C -1.056 -5.039 2.868 -0.244
C 0.241 -4.286 3.042 0.424
C 0.048 -3.340 4.193 -0.070
H -1.166 -5.324 1.822 0.099
H -0.784 -5.962 3.380 0.244
H 0.488 -3.684 2.167 -0.644
H 1.154 -4.822 3.303 0.599
H 0.393 -2.352 3.886 -0.200
H 0.607 -3.690 5.060 0.417
O 2.520 0.740 5.368 -0.670
C 2.676 1.728 4.708 0.386
O 3.849 2.005 4.161 -0.392
C 3.876 3.198 3.343 -0.615
C 2.406 3.312 2.996 0.271
C 1.696 2.739 4.195 0.641
H 4.469 3.090 2.434 0.346
H 4.298 4.045 3.883 0.218
H 2.083 2.726 2.136 -0.567
H 2.068 4.341 2.874 0.588
H 0.784 2.197 3.943 -0.261
H 1.542 3.465 4.993 0.107
O -3.860 3.427 -1.932 -0.587
C -4.488 2.424 -2.367 0.326
O -5.768 2.182 -2.008 -0.385
C -6.214 0.889 -2.453 -0.283
C -5.150 0.525 -3.494 -0.661
C -3.879 1.256 -3.120 1.231
H -7.200 0.983 -2.907 0.366
H -6.282 0.183 -1.626 0.077
H -5.488 0.820 -4.487 0.335
H -5.010 -0.556 -3.477 0.232
H -3.389 1.674 -4.000 0.377
H -3.284 0.675 -2.416 -0.865
O 1.830 3.466 -5.347 -0.729
C 1.001 2.737 -4.729 0.295
O 0.488 3.254 -3.656 -0.303
C -0.402 2.323 -2.981 0.640
C -0.176 1.025 -3.744 0.760
C 0.416 1.420 -5.103 -0.078
H -1.431 2.669 -3.078 0.085
H -0.150 2.122 -1.940 -0.571
H -1.096 0.492 -3.981 0.093
H 0.613 0.407 -3.313 -0.618
H -0.399 1.488 -5.823 0.431
H 1.167 0.746 -5.514 -0.123
O 2.759 -4.431 -3.298 -0.639
C 2.404 -4.751 -2.142 0.393
O 3.260 -4.855 -1.118 -0.331
C 2.638 -5.138 0.045 0.705
C 1.329 -5.769 -0.390 -0.042
C 1.010 -5.068 -1.704 0.602
H 2.396 -4.214 0.568 -0.741
H 3.296 -5.729 0.682 0.338
H 0.580 -5.555 0.373 -0.446
H 1.389 -6.857 -0.413 0.289
H 0.445 -4.151 -1.532 -0.744
H 0.549 -5.703 -2.460 0.622
O 2.426 -1.079 -7.345 -0.614
C 1.806 -1.984 -6.795 0.470
O 1.011 -1.764 -5.724 -0.175
C 0.376 -2.923 -5.256 1.136
C 0.547 -3.968 -6.423 -0.800
C 1.799 -3.476 -7.118 -0.616
H -0.688 -2.748 -5.095 -0.119
H 0.859 -3.334 -4.370 -0.531
H -0.286 -3.973 -7.126 0.332
H 0.569 -4.957 -5.966 0.392
H 1.881 -3.651 -8.190 0.397
H 2.688 -3.928 -6.679 0.192
O 5.047 5.874 1.039 -0.678
C 4.044 5.573 0.376 0.404
O 3.554 4.293 0.317 -0.157
C 2.497 4.124 -0.654 1.187
C 2.459 5.465 -1.425 -0.684
C 3.174 6.489 -0.546 -0.597
H 1.528 3.910 -0.203 -0.804
H 2.700 3.374 -1.419 -0.134
H 1.435 5.710 -1.707 0.372
H 3.027 5.293 -2.339 0.453
H 2.483 7.126 0.006 0.206
H 3.875 7.122 -1.089 0.359
```

Computed properties:
LUMO energy in eV: 1.48
Frontier orbital gap in eV: 9.241
Charge: -1
Calculated total energy in Ha: -4745.5417

Computed, not measured: a structure of composition C22H21O6PZn, with wB97M-V/def2-TZVPD.

```
51
Properties=species:S:1:pos:R:3:mulliken_charge:R:1
Zn 1.591 2.032 0.481 1.380
O 2.467 2.707 4.104 -0.585
C 2.279 2.661 2.919 0.559
O 2.257 1.550 2.200 -0.825
C 2.098 4.023 2.090 0.672
O 2.272 5.074 2.644 -0.567
O 1.856 3.881 0.797 -0.618
C 5.390 0.414 -0.667 -1.465
C 3.913 0.258 -0.395 0.190
O 3.186 1.455 -0.768 -0.658
H 5.894 -0.542 -0.526 0.393
H 5.839 1.134 0.020 0.396
H 5.564 0.741 -1.693 0.358
H 3.730 0.066 0.664 0.185
H 3.485 -0.549 -0.986 0.278
H 3.772 2.219 -0.680 0.320
O -0.204 1.391 0.060 -0.743
P -1.008 0.127 -0.153 1.717
C -0.554 -0.658 -1.698 0.183
C 0.041 0.125 -2.686 -0.354
C 0.417 -0.455 -3.890 -0.797
C 0.198 -1.809 -4.106 -0.440
C -0.395 -2.590 -3.122 -0.716
C -0.768 -2.018 -1.916 -0.107
C -2.751 0.505 -0.184 -0.144
C -3.260 1.268 0.869 -0.313
C -4.608 1.585 0.894 -0.689
C -5.445 1.140 -0.123 -0.443
C -4.941 0.380 -1.168 -0.741
C -3.590 0.060 -1.203 -0.128
C -0.767 -1.077 1.148 0.517
C 0.508 -1.223 1.700 -0.164
C 0.724 -2.149 2.706 -0.841
C -0.328 -2.938 3.157 -0.468
C -1.597 -2.796 2.612 -0.742
C -1.820 -1.863 1.611 -0.256
H 0.210 1.179 -2.507 0.455
H 0.880 0.150 -4.658 0.414
H 0.495 -2.260 -5.044 0.401
H -0.558 -3.646 -3.293 0.410
H -1.215 -2.630 -1.140 0.436
H -2.601 1.620 1.653 0.424
H -5.007 2.178 1.707 0.411
H -6.497 1.395 -0.104 0.389
H -5.598 0.037 -1.958 0.412
H -3.190 -0.525 -2.022 0.359
H 1.322 -0.586 1.379 -0.103
H 1.706 -2.243 3.150 0.442
H -0.160 -3.657 3.948 0.388
H -2.416 -3.401 2.979 0.406
H -2.814 -1.740 1.198 0.411
```

Computed properties:
LUMO energy in eV: -0.02
ΔE to the lowest compared entry with this formula, charge and spin in eV: 0.054
Frontier orbital gap in eV: 7.933
Calculated total energy in Ha: -3423.1821

Computed, not measured: a structure of composition C32H42N4P2RhSSe at a distorted geometry, with wB97M-V/def2-TZVPD.

```
83
Properties=species:S:1:pos:R:3:mulliken_charge:R:1
Rh 1.446 0.405 1.517 -0.917
N 1.528 2.688 0.727 -0.198
C 2.741 3.370 1.207 -0.732
C 3.923 2.419 1.139 -0.508
N 3.648 1.153 1.817 0.168
C 3.950 1.067 3.246 -0.720
C 2.841 1.652 4.087 -0.660
N 1.548 1.073 3.650 -0.161
H 1.545 2.636 -0.287 0.121
H 0.692 3.203 0.976 0.154
H 2.561 3.702 2.227 0.278
H 2.975 4.258 0.615 0.475
H 4.811 2.914 1.546 0.368
H 4.121 2.191 0.089 0.369
H 4.161 0.405 1.365 0.257
H 4.906 1.541 3.491 0.398
H 4.021 0.005 3.477 0.282
H 2.789 2.736 3.996 0.277
H 3.050 1.432 5.134 0.467
H 0.774 1.660 3.942 0.160
H 1.422 0.154 4.074 0.202
C -4.042 -0.652 -4.424 -1.109
S -3.042 -0.593 -2.923 0.175
C -2.602 1.171 -2.919 -1.074
C -2.468 1.709 -1.497 -1.044
C -1.093 1.539 -0.864 -1.014
N -0.732 0.104 -0.530 1.090
P 0.986 -0.204 -0.720 0.624
C 1.453 0.530 -2.301 1.058
C 0.720 0.264 -3.456 -0.478
C 1.196 0.708 -4.679 -1.028
C 2.395 1.414 -4.759 -0.769
C 3.121 1.681 -3.612 -0.568
C 2.652 1.232 -2.383 -0.816
C 1.144 -1.953 -1.162 1.867
C 2.368 -2.574 -0.929 -1.460
C 2.604 -3.852 -1.418 -0.644
C 1.626 -4.506 -2.153 -0.746
C 0.410 -3.883 -2.401 -1.001
C 0.172 -2.608 -1.913 -0.537
P -0.842 -0.073 1.211 0.560
C -2.495 0.545 1.627 0.992
C -2.669 1.547 2.575 -0.231
C -3.950 1.959 2.927 -0.627
C -5.049 1.363 2.332 -0.685
C -4.875 0.353 1.387 -0.495
C -3.603 -0.061 1.034 -0.897
C -1.134 -1.805 1.680 1.470
C -1.572 -2.816 0.841 0.344
C -1.874 -4.070 1.358 -1.074
C -1.767 -4.308 2.718 -0.715
C -1.351 -3.290 3.569 -0.605
C -1.031 -2.048 3.052 -1.018
H -4.284 -1.697 -4.608 0.384
H -3.487 -0.265 -5.277 0.318
H -4.964 -0.089 -4.293 0.324
H -3.397 1.701 -3.444 0.566
H -1.678 1.311 -3.479 0.359
H -3.227 1.249 -0.869 0.105
H -2.673 2.784 -1.506 0.542
H -1.072 2.156 0.042 0.277
H -0.342 1.947 -1.539 0.900
H -0.213 -0.287 -3.410 0.717
H 0.636 0.483 -5.578 0.488
H 2.764 1.745 -5.721 0.411
H 4.056 2.223 -3.671 0.480
H 3.234 1.419 -1.487 0.212
H 3.137 -2.064 -0.367 0.335
H 3.551 -4.336 -1.218 0.458
H 1.811 -5.502 -2.535 0.398
H -0.349 -4.381 -2.991 0.485
H -0.777 -2.124 -2.121 0.381
H -1.805 2.001 3.050 0.275
H -4.085 2.740 3.665 0.454
H -6.048 1.676 2.607 0.403
H -5.736 -0.117 0.928 0.468
H -3.474 -0.842 0.295 0.312
H -1.670 -2.643 -0.220 0.387
H -2.204 -4.858 0.691 0.463
H -2.002 -5.286 3.118 0.400
H -1.277 -3.466 4.634 0.434
H -0.693 -1.264 3.719 0.133
Se 2.155 -1.701 2.279 -0.495
```

Computed properties:
LUMO energy in eV: -2.85
Frontier orbital gap in eV: 5.850
Charge: +1
Calculated total energy in Ha: -5056.3186

Computed, not measured: an isolated molecule of C3H6F2N2 at a distorted geometry, with wB97M-V/def2-TZVPD.

```
13
Properties=species:S:1:pos:R:3:mulliken_charge:R:1
F 2.114 0.298 -0.002 -0.347
C 0.811 0.809 -0.405 0.203
N -0.059 0.997 0.731 -0.439
C -0.432 -0.359 0.999 -0.714
C -0.853 -0.873 -0.443 0.020
F -2.173 -0.422 -0.597 -0.331
N 0.140 -0.121 -1.177 -0.208
H 1.187 1.982 -0.816 0.230
H 0.374 1.476 1.475 0.251
H -1.167 -0.575 1.736 0.392
H 0.481 -0.922 1.293 0.305
H -1.022 -1.837 -0.794 0.404
H 0.599 -0.452 -1.999 0.232
```

Computed properties:
LUMO energy in eV: 1.00
ΔE to the lowest compared entry with this formula, charge and spin in eV: 0.836
Frontier orbital gap in eV: 10.815
Calculated total energy in Ha: -427.1189